DFT (wB97M-V/def2-TZVPD) results for 5 unconnected molecules or ions with the total composition C34H74ClIN4O14S at a distorted geometry.

Calculated total energy = -3767.8042 hartree
Molar mass = 957.4 g mol⁻¹
Max |F| = 9.47 eV/Å
HOMO energy = -0.3027 hartree

Structure (XYZ):
```
129
Properties=species:S:1:pos:R:3:forces:R:3
C 3.046659 6.643611 2.200174 0.3 -0.2 -0.5
C 1.602544 6.932191 1.475738 0.4 1.0 -0.7
C 1.388858 6.058659 0.094588 -0.6 1.0 0.2
C 0.675698 4.597869 0.313097 -0.4 0.8 -0.7
C 1.614592 3.465134 1.035378 0.1 -0.5 -1.7
C 1.601336 3.287233 2.664010 0.5 -0.1 1.0
C 0.441009 4.135916 3.451334 1.9 5.5 3.6
O 0.668372 5.212256 4.217653 -1.4 -7.5 -5.3
I -1.648209 3.377230 3.246631 1.4 0.4 0.1
O 3.032906 3.778471 0.657463 -0.3 -1.2 -2.0
S 3.403477 3.232969 -0.934040 5.1 1.1 -5.0
O 3.477842 4.273799 -2.086976 -2.1 -2.9 4.9
O 4.795910 2.519344 -1.089221 -5.9 1.6 2.4
O 2.033673 2.234895 -1.166325 0.6 2.1 2.1
C 1.366019 2.078089 0.135043 -0.4 -1.2 2.1
C 1.929551 0.654152 0.719241 0.2 -0.9 1.3
C 2.857189 -0.208683 -0.321128 -1.9 -2.8 -5.8
O 2.444790 -0.761063 -1.473690 2.7 4.0 8.1
Cl 4.657455 -0.487231 0.184977 -2.7 0.5 -0.5
H 2.971351 5.792926 3.003986 0.2 1.7 -1.6
H 3.523151 7.591122 2.713860 -1.3 -1.9 -1.0
H 3.807968 6.327625 1.337993 -1.6 0.6 2.0
H 0.667975 6.836696 2.175229 1.9 0.0 -1.2
H 1.631207 8.074786 1.130528 -0.1 -2.5 0.7
H 2.400311 6.037158 -0.493329 -2.0 -0.3 1.1
H 0.633932 6.696851 -0.574662 1.5 -1.6 1.4
H -0.353791 4.803506 0.857726 2.2 -0.7 -0.9
H 0.375433 4.211944 -0.776250 0.8 0.6 2.4
H 2.652891 3.634379 3.109735 -2.4 -0.5 -1.2
H 1.486632 2.156188 3.027232 0.0 2.4 -1.1
H 0.200989 1.979139 0.196640 2.1 0.3 -1.4
H 0.989962 -0.026225 1.000065 2.2 1.3 -0.8
H 2.557738 0.776315 1.723317 -1.2 -0.2 -2.3
C -6.125595 3.284574 4.044152 0.4 -0.2 0.0
O -5.889695 1.951577 3.606168 -0.5 0.2 0.3
C -7.041055 1.101813 3.702607 0.2 -0.4 -0.5
C -7.618815 0.796976 2.310336 -0.1 0.6 0.4
N -8.251907 1.981130 1.719510 0.3 -0.2 0.0
C -8.533416 1.862329 0.285180 0.2 0.2 0.0
C -7.350054 1.585037 -0.667208 -0.4 0.3 -0.2
O -6.435212 2.673357 -0.805309 0.0 -0.5 0.2
C -5.498043 2.794563 0.254983 0.0 0.2 -0.4
H -5.154689 3.773163 4.170607 -0.1 -0.1 0.0
H -6.689194 3.846807 3.299780 -0.2 0.2 0.1
H -6.648564 3.302797 5.004972 0.0 0.0 -0.1
H -7.801664 1.511566 4.376845 0.1 0.1 -0.2
H -6.690820 0.159922 4.140040 -0.1 0.1 0.0
H -8.364071 -0.003437 2.395004 0.1 0.1 0.0
H -6.797238 0.432849 1.691086 0.2 -0.2 0.0
H -7.645849 2.785226 1.856680 -0.2 -0.2 0.0
H -8.991933 2.809808 -0.018492 0.0 -0.1 -0.1
H -9.294532 1.085262 0.142263 0.1 0.0 0.0
H -7.774470 1.433019 -1.666794 0.1 0.1 0.1
H -6.819155 0.657736 -0.430038 0.1 0.1 0.2
H -5.185656 1.823175 0.648354 -0.1 0.0 0.1
H -5.910888 3.420007 1.043321 0.1 -0.1 0.3
H -4.611487 3.307428 -0.129780 -0.1 -0.1 -0.1
C 3.188018 1.641454 -4.763249 -0.3 0.4 -0.2
O 3.467617 2.890629 -5.384334 0.2 -0.3 0.5
C 4.634652 3.543034 -4.865272 0.2 0.3 -0.5
C 5.792828 3.485874 -5.875477 -0.3 -0.5 0.5
N 6.325424 2.125298 -6.006915 -0.1 0.2 -0.2
C 7.197954 1.928677 -7.169109 -0.3 -0.1 0.0
C 6.617021 2.215079 -8.570811 0.4 -0.4 0.0
O 5.620927 1.285028 -8.998888 0.1 0.5 0.1
C 4.326833 1.517588 -8.461828 0.1 -0.3 -0.3
H 2.169416 1.350677 -5.037597 0.1 0.1 0.0
H 3.865590 0.866443 -5.121152 0.1 -0.2 0.2
H 3.243603 1.715932 -3.673127 0.1 -0.1 -0.1
H 4.929264 3.146114 -3.887173 0.0 -0.1 -0.2
H 4.359479 4.594087 -4.721267 0.1 -0.1 0.0
H 6.596180 4.154880 -5.543376 -0.1 -0.1 0.0
H 5.411233 3.858764 -6.827520 -0.1 0.2 -0.1
H 5.551261 1.470970 -6.079142 0.2 0.2 0.1
H 7.511384 0.879218 -7.145239 0.0 0.1 -0.1
H 8.104763 2.530324 -7.030273 -0.1 0.0 -0.1
H 7.441718 2.107700 -9.285482 -0.1 -0.1 0.1
H 6.263008 3.244544 -8.684246 -0.2 0.0 0.1
H 4.110062 2.582857 -8.342943 0.1 -0.1 0.1
H 4.218626 0.989834 -7.516912 -0.2 0.1 0.2
H 3.589924 1.094806 -9.151232 0.2 0.0 0.0
C -3.547699 -5.802819 5.770775 0.0 -0.3 -0.4
O -4.247668 -5.795946 4.532084 -0.3 0.2 0.6
C -5.478962 -5.061481 4.570855 0.0 0.1 -0.7
C -5.355228 -3.737660 3.797978 0.2 -0.2 0.7
N -4.491917 -2.782676 4.501400 0.0 -0.2 -0.2
C -4.068275 -1.639053 3.686958 0.2 -0.2 0.0
C -3.289046 -1.923246 2.384531 0.2 0.4 0.3
O -1.970257 -2.434347 2.584589 -0.5 0.0 -0.2
C -1.913313 -3.824167 2.871560 0.4 0.2 -0.1
H -2.775652 -6.576310 5.715807 -0.2 0.1 -0.1
H -3.053058 -4.847539 5.945733 0.0 0.1 0.2
H -4.214481 -6.039803 6.605187 0.0 0.1 0.0
H -5.832555 -4.901570 5.595756 0.2 0.1 0.0
H -6.223512 -5.684693 4.062503 0.1 0.1 0.0
H -6.351777 -3.296331 3.674079 0.1 0.0 0.0
H -4.963054 -3.975867 2.807773 -0.1 -0.1 -0.2
H -3.658442 -3.264918 4.826134 -0.3 0.1 -0.1
H -3.431021 -1.021976 4.329839 -0.1 0.0 -0.2
H -4.952039 -1.034595 3.447903 0.1 -0.1 -0.1
H -3.154160 -0.960395 1.877448 0.0 -0.1 0.1
H -3.846805 -2.549402 1.681094 0.0 -0.2 0.1
H -2.678227 -4.392349 2.334905 -0.1 0.1 0.1
H -1.990597 -3.983317 3.944778 -0.1 -0.3 0.1
H -0.932285 -4.196866 2.562152 -0.1 0.2 0.0
C 3.306128 -7.888615 1.486969 0.0 -0.3 -0.4
O 2.606160 -7.881742 0.248277 -0.3 0.2 0.6
C 1.374865 -7.147277 0.287049 0.0 0.2 -0.7
C 1.498599 -5.823456 -0.485829 0.2 -0.2 0.7
N 2.361910 -4.868472 0.217593 0.0 -0.2 -0.2
C 2.785552 -3.724849 -0.596850 0.1 -0.2 0.0
C 3.564782 -4.009042 -1.899275 0.2 0.6 0.2
O 4.883570 -4.520143 -1.699218 -0.5 -0.2 -0.1
C 4.940514 -5.909963 -1.412247 0.4 0.3 -0.1
H 4.078176 -8.662105 1.432000 -0.1 0.1 -0.1
H 3.800769 -6.933335 1.661927 0.0 0.1 0.2
H 2.639346 -8.125598 2.321381 0.0 0.1 0.0
H 1.021272 -6.987365 1.311949 0.2 0.1 0.0
H 0.630315 -7.770488 -0.221304 0.1 0.1 0.0
H 0.502050 -5.382126 -0.609729 0.1 0.0 0.0
H 1.890774 -6.061663 -1.476034 -0.1 -0.1 -0.2
H 3.195385 -5.350713 0.542328 -0.2 0.1 -0.1
H 3.422806 -3.107772 0.046032 0.0 0.0 -0.2
H 1.901788 -3.120390 -0.835904 0.1 -0.2 -0.1
H 3.699668 -3.046190 -2.406359 0.0 -0.1 0.2
H 3.007023 -4.635198 -2.602712 0.0 -0.2 0.1
H 4.175600 -6.478145 -1.948902 -0.1 0.0 0.1
H 4.863231 -6.069112 -0.339029 -0.1 -0.3 0.1
H 5.921543 -6.282661 -1.721656 -0.1 0.1 0.0
```
Positions in Å, forces in eV/Å.

Here are the Löwdin charges for atoms 1 to 99, given in e: -0.1266, -0.2359, -0.1913, -0.1200, -0.3201, -0.0901, -0.6376, -0.1002, 0.7623, -0.2310, 0.8971, -0.3082, -0.3248, -0.2175, -0.2309, -0.0802, -0.5357, -0.0629, 0.5819, 0.0518, 0.0845, 0.0885, 0.0987, 0.1165, 0.1002, 0.1307, 0.0913, 0.1436, 0.1501, 0.1319, 0.1728, 0.1547, 0.1224, -0.1063, -0.2109, -0.2000, -0.2048, -0.0551, -0.1926, -0.2137, -0.1785, -0.0993, 0.0727, 0.0718, 0.0910, 0.1230, 0.1044, 0.1238, 0.0905, 0.0642, 0.1194, 0.1160, 0.1206, 0.1070, 0.0839, 0.0656, 0.0885, -0.0960, -0.1897, -0.2062, -0.2007, -0.0544, -0.1966, -0.2180, -0.1842, -0.0988, 0.0942, 0.0724, 0.0676, 0.1039, 0.1169, 0.1220, 0.0934, 0.0645, 0.1176, 0.1140, 0.1177, 0.1066, 0.0884, 0.0649, 0.0890, -0.1104, -0.1976, -0.1996, -0.2039, -0.0515, -0.1855, -0.2118, -0.1866, -0.0936, 0.0916, 0.0683, 0.0879, 0.1198, 0.1195, 0.1201, 0.0954, 0.0638, 0.1223